Here is a 13-piece molecular cluster, C44H123N9O15 overall in a non-equilibrium geometry from OMol25. Energies are from ωB97M-V/def2-TZVPD.

Structure (XYZ):
```
191
Properties=species:S:1:pos:R:3:forces:R:3:mulliken_charge:R:1
O 1.2896 4.7652 -3.2638 -0.5 0.0 0.4 -0.281
O -6.3282 -1.9058 -2.1819 0.3 0.0 -0.1 -0.562
O 4.3310 6.7540 -5.8497 0.5 -0.1 -0.8 -0.304
O 0.4474 -4.0977 5.9039 0.5 0.0 -0.2 -0.437
O -4.7793 3.2733 0.9293 -0.9 0.0 -0.3 -0.461
O 5.1110 1.4635 -1.4238 0.3 0.0 -0.9 -0.373
O -2.0835 -5.1442 -1.0426 0.6 -0.3 -0.7 -0.503
O 4.3717 3.9189 2.7266 -0.6 -0.1 -0.1 -0.158
O 1.4254 -5.0218 -4.4403 -0.1 -0.6 -0.2 -0.478
O -1.8597 3.6545 4.0099 0.3 0.1 -0.3 -0.170
O -3.6176 -2.0268 2.2539 0.4 0.1 0.8 -0.384
O -0.0313 -0.0460 0.0141 0.7 0.0 1.1 1.112
O -3.9467 -6.4032 4.7547 0.8 0.4 -1.1 -0.371
O -1.9380 0.1235 -1.8833 -0.3 0.5 -0.3 -0.593
O 5.8242 -2.2708 -4.4881 -0.2 0.4 -0.2 -0.371
N 2.4782 -2.2626 4.6964 -0.2 0.3 0.6 -0.756
N -0.3926 -2.2279 -6.1797 0.1 0.6 0.2 -0.659
N -0.8805 0.9739 6.4497 -0.4 0.4 0.4 -0.790
N 3.7606 -0.4478 -3.1674 -0.2 0.0 0.6 -0.115
N 1.8751 5.2489 -5.9810 -0.2 -0.6 0.2 -0.416
N 2.2321 6.6790 1.5761 0.8 -0.1 0.4 -0.729
N -3.7792 -5.1479 1.2313 -0.5 -0.5 -0.2 -0.212
N -7.3377 3.4148 3.5940 -0.7 -0.4 -0.5 -0.733
N -1.7250 -2.3745 -0.0158 -0.5 0.3 -0.4 0.853
C -0.4620 -4.5176 -6.8415 -1.1 0.4 0.9 -1.691
C 6.2619 -2.9259 -5.6519 0.2 0.2 -0.2 -0.789
C -5.5589 2.8304 2.0114 -0.3 -0.5 -0.2 0.076
C -3.8843 2.3245 0.4110 0.9 0.3 0.2 0.150
C -5.0228 -1.6839 -1.6923 1.4 -0.3 0.3 0.132
C 2.2470 4.3677 0.8395 0.0 -0.9 0.2 -1.153
C 0.6349 3.9998 -4.2637 0.6 -0.1 -0.5 -0.121
C 3.1377 0.2309 -2.0286 -0.1 1.3 -0.3 0.425
C 1.3548 -2.8653 3.9792 0.8 -0.9 0.1 2.352
C 1.9138 -4.0991 3.3027 0.0 -1.0 -0.8 -1.836
C -6.0033 5.1798 2.7115 -0.3 0.4 -0.1 -1.305
C 2.8551 5.2222 -7.0337 1.2 0.5 -0.7 -0.510
C -2.0657 -6.3773 2.4699 0.2 0.7 -0.3 -1.145
C -0.9147 4.6606 4.3252 -0.5 0.5 0.1 -0.726
C -0.5673 -2.2711 0.8665 -0.5 0.1 -1.1 1.417
C -0.1693 -3.5691 -5.6685 0.3 -0.5 -0.7 1.372
C -3.9956 -0.6760 2.4386 -0.4 0.0 -0.6 -0.421
C -4.5772 -5.9794 5.9155 -0.8 -0.1 0.6 -0.816
C 3.6055 6.5687 -7.0638 -1.2 0.2 0.1 -0.743
C -0.4068 -0.7836 1.1756 0.5 -0.4 0.7 0.621
C 5.7144 6.4954 -6.0176 0.6 0.5 1.0 -0.772
C 0.6479 -2.8632 0.1673 0.3 -0.2 0.2 -1.256
C 0.1574 -3.1970 4.8566 -1.1 0.1 -0.2 -0.093
C 5.6861 3.7896 3.1626 0.6 -0.2 0.6 -0.866
C 0.3741 5.1509 -2.2356 1.0 -0.2 0.0 -0.676
C 1.5618 3.8988 -5.4669 0.6 0.7 0.2 -0.842
C -3.5645 -6.0504 2.3522 1.1 -0.1 1.1 0.022
C -0.9579 -0.0599 -2.8891 0.7 -0.4 0.3 0.382
C 0.6855 -5.1411 -3.2144 0.4 0.0 -0.9 -0.444
C 2.5560 5.3077 1.9922 -0.6 0.0 -0.4 1.209
C 0.3799 1.3031 0.3369 -1.1 -0.4 -1.7 -1.060
C 4.0201 5.2364 2.4096 -0.3 0.4 -0.7 -1.049
C -0.6575 -4.3001 6.7618 0.5 0.6 0.2 -0.603
C 5.9855 1.9698 -0.4407 -0.6 0.0 0.3 -0.618
C 4.1003 0.6317 -0.9294 0.1 -0.7 0.8 -0.464
C -4.0610 -5.4452 3.6824 -0.5 -0.9 0.5 -0.247
C -0.6578 1.9194 5.3518 -0.1 -1.4 -0.7 0.207
C 4.1074 -1.8249 -2.8679 -0.3 -0.2 0.1 -0.179
C -2.8917 -4.7344 -2.1283 -1.2 -0.5 0.3 -0.599
C 4.5222 -2.6371 -4.0807 0.3 -0.2 1.1 -0.684
C -6.6441 3.8439 2.3862 1.4 0.3 0.7 0.266
C -1.9794 2.6529 4.9946 0.9 0.0 0.0 -0.864
C -0.1681 1.0868 4.1449 -0.1 1.2 -0.8 0.313
C 1.2276 -3.7887 -5.1334 0.6 -0.1 1.7 -0.544
H -5.6685 -5.9994 5.7930 -0.1 -0.1 0.0 0.328
H -1.6240 -6.6345 1.5052 -0.2 -0.2 -0.1 0.323
H -5.2376 5.1034 3.4875 0.2 -0.3 -0.1 0.150
H -0.2935 -2.2781 5.2559 0.3 0.2 0.2 0.350
H 2.4958 3.4079 -5.1635 0.1 -0.1 0.3 0.365
H 2.9084 -2.9884 5.2617 0.1 -0.1 -0.1 0.330
H -1.6734 0.3815 6.2168 0.1 -0.2 -0.1 0.235
H -4.9346 -0.7775 -1.0965 -0.4 0.1 -0.1 0.076
H 3.6386 4.4617 -6.8964 -0.1 -0.3 0.2 0.310
H 4.1987 6.7512 -7.9622 0.4 -0.5 0.1 0.478
H -1.1257 5.1340 5.2903 0.0 -0.3 0.3 0.391
H -6.2066 -2.5443 -2.8907 -0.4 0.0 0.0 0.321
H 1.5409 -2.8236 0.7938 0.2 0.2 -0.2 0.182
H 1.1741 3.2323 -6.2386 -0.4 0.3 -0.1 0.440
H 4.1703 5.9069 3.2642 0.2 0.0 0.1 0.440
H -3.5314 -4.5321 3.9682 0.2 0.1 -0.3 0.121
H 1.1699 -4.6652 2.7342 -0.3 0.1 0.2 0.238
H -1.0342 5.4799 3.6162 0.0 -0.3 -0.3 0.250
H 1.9540 5.0181 2.8614 0.0 -0.2 0.0 -0.406
H -4.7740 -4.9688 1.1529 0.0 0.2 -0.1 0.316
H 2.4378 3.3422 1.1654 0.2 0.0 -0.1 0.269
H 0.9605 5.5836 -1.4264 0.1 0.2 -0.2 0.215
H -0.9585 -3.3329 7.1795 -0.3 0.0 -0.1 0.299
H 4.8324 -1.9394 -2.0524 0.4 0.0 -0.2 0.354
H 2.3583 -4.8189 3.9925 -0.1 0.2 0.2 0.405
H 3.5945 1.1058 -0.0786 -0.3 0.2 -0.1 0.462
H 4.6069 5.6038 1.5589 0.2 0.1 0.1 0.377
H -1.3710 -0.1731 -3.8899 -0.5 0.1 0.2 0.543
H -1.8047 -3.3014 -0.4246 0.1 -0.2 0.3 -0.352
H -4.2384 -1.6220 -2.4551 -0.4 0.4 -0.4 0.144
H 0.7728 -2.3413 -0.7836 0.3 0.3 0.2 -0.288
H -1.4519 0.2944 -1.0518 -0.1 -0.3 -0.5 -0.016
H 5.9392 4.5535 3.9069 0.0 0.1 0.0 0.334
H -0.3938 -0.9752 -2.6707 0.1 -0.1 -0.2 -0.253
H 3.7755 -2.5616 -4.8740 0.1 0.1 -0.1 0.257
H 0.1177 -1.5158 -5.6693 0.0 -0.1 0.1 0.182
H -4.9294 2.5972 2.8812 0.1 0.3 0.2 -0.143
H -7.3259 3.9628 1.5439 -0.2 -0.1 0.1 0.350
H -5.5700 5.6183 1.8136 0.1 0.1 0.2 0.337
H 5.7455 -2.6048 -6.5632 -0.5 0.0 0.1 0.297
H 0.3392 -0.7109 1.9729 0.3 0.4 -0.2 0.569
H 1.0711 -2.2106 3.1539 -0.4 0.3 0.3 -1.455
H -1.5475 -5.4557 2.7566 0.1 0.0 0.2 -0.010
H -3.6517 2.5962 -0.6180 0.1 0.1 0.1 0.316
H -1.2017 1.4947 7.2619 0.1 -0.1 0.1 0.282
H 1.1967 4.3555 0.5406 -0.1 0.4 0.1 0.329
H 4.6100 0.0804 -3.3409 0.0 -0.1 -0.3 0.425
H -0.3011 4.4931 -4.5363 -0.1 -0.1 -0.1 0.522
H -1.4364 -4.1768 -7.2006 0.0 -0.2 -0.3 0.491
H -0.6129 -5.5393 -6.4967 0.4 -0.1 -0.2 0.345
H -4.5820 -0.5434 3.3475 0.0 -0.3 0.0 0.343
H -3.2228 -5.5660 -2.7591 0.5 -0.1 -0.2 0.377
H -4.0688 -7.0024 2.1828 -0.4 0.2 -0.1 0.361
H -2.4104 -3.9786 -2.7456 0.2 0.0 0.2 0.117
H -2.4470 3.0691 5.8945 0.1 0.0 0.2 0.448
H 0.3279 1.7558 3.4335 0.2 0.1 0.1 -0.024
H 6.8846 2.3737 -0.9005 -0.1 -0.1 -0.2 0.300
H 0.2647 -4.4156 -7.6455 0.2 -0.2 0.1 0.370
H 2.2909 -0.2916 -1.5781 0.2 -0.5 -0.2 -0.641
H 2.3324 5.7450 -5.2218 -0.3 0.0 0.2 0.323
H 2.6995 1.1624 -2.4052 0.0 0.0 -0.1 -0.167
H -0.3147 -4.8869 7.6119 0.0 -0.3 -0.2 0.309
H 6.1829 7.1192 -6.7829 -0.3 -0.1 -0.4 0.325
H -1.5596 -1.7574 -0.8069 -0.4 0.1 0.0 -0.328
H 2.1344 -1.6166 5.4027 0.0 0.2 -0.2 0.294
H -2.6495 -5.7038 -0.4893 0.0 0.4 0.4 0.148
H 1.1235 1.3784 1.1247 -0.2 -0.1 0.2 0.239
H 2.4704 7.2925 2.3477 -0.2 0.3 -0.1 0.292
H 3.2279 -2.3292 -2.4522 -0.3 0.1 -0.2 0.110
H 2.4164 5.0284 -8.0163 -0.2 0.0 0.0 0.345
H -3.1681 0.0369 2.4936 0.2 -0.2 0.0 -0.097
H -7.7543 2.5059 3.4190 -0.1 0.0 0.3 0.286
H 0.1723 2.5648 5.6352 -0.3 0.3 0.2 0.523
H -0.9951 0.7233 3.5307 -0.2 -0.4 0.4 -0.473
H 2.6719 -3.8727 2.5510 0.2 0.3 0.2 0.534
H -4.3523 -4.9630 6.2609 0.4 0.1 -0.3 0.312
H 1.2531 -5.7588 -2.5212 0.1 0.0 -0.1 0.359
H -2.9840 2.3900 1.0358 0.3 -0.2 -0.2 0.008
H -4.1846 1.2750 0.3955 -0.6 0.1 0.2 -0.211
H -2.6461 1.8964 4.5752 -0.1 0.0 0.0 0.147
H 1.5001 -3.0865 -4.3313 -0.3 0.9 -0.5 -0.021
H -5.1242 -5.1891 3.6169 -0.1 0.1 -0.3 0.446
H -3.3356 -4.2464 1.3580 0.1 0.0 0.2 -0.126
H -0.1090 4.2754 -1.7933 -0.4 -0.1 -0.2 0.183
H -4.6305 -2.5090 -1.0866 -0.5 0.0 0.4 -0.156
H -0.3352 5.8918 -2.6047 -0.2 -0.1 0.0 0.372
H 4.5362 -0.2897 -0.5172 0.2 0.0 0.1 0.309
H 6.0004 5.4490 -6.1421 -0.4 -0.2 -0.3 0.291
H -4.6135 -0.3986 1.5814 -0.1 0.3 0.1 0.076
H 0.1187 4.3135 4.3090 0.0 -0.1 0.0 0.105
H 6.1695 -4.0097 -5.5466 0.1 -0.1 -0.1 0.315
H -6.6878 3.3250 4.3649 0.1 0.0 0.0 0.253
H 6.2240 6.8141 -5.1050 -0.3 -0.1 0.2 0.270
H 0.5437 -4.1564 -2.7625 -0.2 0.0 0.1 0.058
H -2.8949 -2.0445 1.6049 -0.2 0.0 -0.5 0.121
H 1.2491 6.7879 1.3688 -0.1 -0.1 0.1 0.257
H -3.8374 -4.3695 -1.7149 0.1 0.5 -0.2 0.198
H 0.5406 0.2921 4.3683 -0.1 0.0 0.4 0.206
H 5.4575 2.7698 0.0886 0.2 0.0 0.3 0.065
H 5.7772 2.8212 3.6560 0.0 0.0 -0.1 0.242
H 2.8397 4.5593 -0.0558 0.1 0.2 0.1 0.253
H -0.8686 -3.7581 -4.8491 -0.1 0.0 -0.1 -0.316
H -1.8132 -7.1508 3.1916 -0.3 0.0 0.1 0.453
H 0.5119 -3.9051 -0.1300 -0.3 -0.1 0.3 0.458
H 2.8541 7.3615 -7.1308 -0.1 0.0 0.4 0.324
H -1.3194 -0.3733 1.6152 -0.2 0.0 -0.2 -1.156
H -0.1199 -2.1454 -7.1502 0.1 -0.1 0.0 0.304
H -4.3070 -6.6732 6.7118 0.0 0.0 0.0 0.267
H -0.6559 -3.6334 4.2596 0.1 -0.1 -0.3 -0.091
H 0.4599 2.9781 -3.9104 -0.3 0.0 0.2 -0.020
H -0.2567 -5.6450 -3.4269 -0.2 0.2 0.3 0.262
H -6.0643 1.8837 1.7735 0.0 -0.1 -0.2 0.279
H -0.2119 0.7398 -2.9210 -0.1 0.2 0.0 -0.394
H -0.5435 1.8767 0.4551 0.2 0.3 0.9 -0.016
H 1.9853 -3.7022 -5.9142 -0.1 -0.2 -0.1 0.391
H -0.8723 -2.8029 1.7731 0.6 0.1 0.3 -0.396
H 6.4376 3.8416 2.3675 -0.2 0.1 -0.2 0.307
H -6.7647 5.8284 3.1478 0.0 0.2 -0.3 0.412
H 0.7485 1.6885 -0.6159 0.6 0.0 0.2 0.291
H 6.2687 1.1884 0.2705 0.1 0.0 0.1 0.357
H -1.4980 -4.7750 6.2507 0.0 -0.1 0.0 0.138
H 4.5459 -3.6590 -3.6812 0.0 -0.3 -0.5 0.457
H 7.2968 -2.6344 -5.8303 0.1 -0.2 0.3 0.285
```
Positions in Å, forces in eV/Å.

Results
calculated total energy: -3371.30987 hartree
orbital gap: 9.2033 eV
HOMO energy: -8.8 eV